Entry 1:
The following is a quantum chemistry calculation of C26H40BrMoNOP2 as an isolated structure, from OMol25.

CARTESIAN COORDINATES (ANGSTROEM)
1 N -2.780 0.262 5.874
2 C -3.578 -0.064 4.859
3 C -3.096 -0.563 3.648
4 C -1.730 -0.946 3.567
5 C -0.912 -0.689 4.692
6 C -1.487 -0.049 5.804
7 C -1.161 -1.574 2.374
8 Mo -0.035 -0.883 0.214
9 P -0.099 -0.127 -2.277
10 C 0.193 -2.007 2.335
11 C 0.673 -2.797 1.220
12 C 2.097 -2.963 0.929
13 C 2.492 -3.402 -0.326
14 C 1.454 -3.649 -1.272
15 C 0.142 -3.927 -0.896
16 C -0.300 -3.412 0.349
17 Br 1.973 -3.766 -3.202
18 H -1.910 -1.734 1.473
19 H 0.931 -1.574 3.023
20 H -3.742 -0.559 2.766
21 H 0.161 -0.843 4.708
22 H -4.647 0.122 4.986
23 H -0.859 0.235 6.646
24 H 2.792 -2.670 1.734
25 H -1.315 -3.579 0.735
26 H 3.518 -3.533 -0.642
27 H -0.517 -4.473 -1.556
28 P 0.307 1.828 0.959
29 C -1.307 -1.360 -2.949
30 C -0.801 -2.207 -4.110
31 H -2.229 -0.824 -3.235
32 H -1.589 -2.027 -2.113
33 H -1.562 -2.935 -4.426
34 H -0.497 -1.625 -4.992
35 H 0.067 -2.808 -3.780
36 C 1.646 -0.621 -2.484
37 C 2.276 -0.514 -3.874
38 H 1.675 -1.689 -2.251
39 H 2.285 -0.132 -1.727
40 H 3.247 -1.024 -3.876
41 H 1.674 -1.012 -4.642
42 H 2.455 0.519 -4.169
43 C -0.280 1.402 -3.278
44 C -0.461 1.184 -4.791
45 H 0.606 2.041 -3.095
46 H -1.157 1.925 -2.857
47 H -0.543 2.158 -5.298
48 H 0.394 0.663 -5.249
49 H -1.387 0.623 -5.005
50 C -0.551 3.423 0.478
51 C -0.665 3.837 -0.983
52 H -0.052 4.224 1.052
53 H -1.565 3.315 0.897
54 H -0.882 4.915 -1.029
55 H 0.246 3.644 -1.558
56 H -1.499 3.320 -1.465
57 C 2.059 2.141 0.448
58 C 3.013 1.079 0.985
59 H 2.340 3.158 0.776
60 H 2.057 2.147 -0.653
61 H 4.048 1.339 0.729
62 H 2.939 0.981 2.072
63 H 2.803 0.089 0.548
64 C 0.321 2.151 2.801
65 C -0.961 2.677 3.446
66 H 1.161 2.836 3.004
67 H 0.582 1.182 3.253
68 H -0.848 2.653 4.537
69 H -1.197 3.709 3.157
70 H -1.827 2.046 3.202
71 O -2.773 0.728 -0.146
72 C -1.827 0.006 -0.076

## Properties
Multiplicity: 3
Orbital gap (spin up / spin down) in eV: 6.167 / 5.231
Expectation value of S²: 2.27
E in eV: -121576.952
Charge: +4

Entry 2:
The following is a quantum chemistry calculation of C26H40Cl3N4O3ScSi as an isolated structure, from OMol25.

CARTESIAN COORDINATES (ANGSTROEM)
1 C -1.477 -2.109 -3.497
2 C -1.083 -3.139 -2.486
3 H -1.179 -2.399 -4.508
4 H -1.025 -1.129 -3.266
5 H -2.571 -1.976 -3.463
6 C -0.559 -4.345 -2.747
7 C -0.373 -4.907 -4.113
8 H -0.258 -4.999 -1.922
9 H -0.606 -4.192 -4.915
10 H -1.023 -5.784 -4.242
11 H 0.660 -5.255 -4.258
12 Sc -0.065 0.212 -0.340
13 Cl -2.382 0.295 0.299
14 Cl -0.110 1.384 -2.434
15 H 0.674 4.590 3.255
16 H -1.428 5.601 2.077
17 C 1.021 4.263 2.268
18 C -0.990 5.229 1.142
19 N -0.135 4.074 1.395
20 H 1.569 3.321 2.346
21 C -0.357 2.921 0.794
22 O 0.435 1.935 0.862
23 H -1.784 4.899 0.464
24 H -1.293 2.844 0.214
25 H 1.664 5.052 1.855
26 H -0.417 6.043 0.676
27 H 1.480 -1.670 -3.342
28 H 2.427 -3.808 -2.123
29 C 2.321 -1.108 -2.903
30 C 3.244 -3.132 -1.822
31 N 2.769 -1.763 -1.676
32 H 1.996 -0.085 -2.688
33 C 2.679 -1.188 -0.473
34 O 2.131 -0.067 -0.263
35 H 3.652 -3.464 -0.862
36 H 3.105 -1.772 0.365
37 H 3.145 -1.106 -3.631
38 H 4.022 -3.172 -2.597
39 O -0.173 -1.664 -0.972
40 C -1.156 -2.630 -1.058
41 C 0.114 -4.116 0.616
42 C -1.091 -3.699 0.050
43 H 1.043 -3.627 0.307
44 C 0.127 -5.148 1.569
45 H -2.129 -2.140 -0.944
46 C -2.287 -4.310 0.456
47 H 1.081 -5.461 2.006
48 C -1.066 -5.780 1.950
49 C -2.279 -5.356 1.384
50 H -3.224 -3.958 0.013
51 H -1.048 -6.607 2.673
52 H -3.219 -5.840 1.668
53 Si -0.383 4.763 -5.563
54 Cl -0.619 3.097 -6.845
55 C 1.451 4.824 -5.227
56 C -1.497 4.270 -4.168
57 C -0.938 6.379 -6.364
58 H 1.799 3.841 -4.883
59 H 1.674 5.570 -4.455
60 H 2.010 5.090 -6.134
61 H -0.333 6.643 -7.246
62 H -0.848 7.214 -5.648
63 H -1.991 6.339 -6.686
64 H -1.190 3.286 -3.793
65 H -2.535 4.212 -4.515
66 H -1.434 4.997 -3.354
67 N 3.695 0.326 5.345
68 C 2.723 -0.061 4.807
69 C 1.520 -0.513 4.160
70 C 0.459 -1.056 4.901
71 C -0.683 -1.473 4.226
72 C -0.733 -1.289 2.836
73 N 0.254 -0.728 2.130
74 C 1.375 -0.376 2.768
75 H 0.547 -1.134 5.984
76 H -1.542 -1.924 4.732
77 H -1.617 -1.559 2.239
78 H 2.157 0.039 2.130

## Properties
Orbital gap in eV: 8.237
Energy relative to the best compared isomer or geometry (same formula, charge and spin) in kJ/mol: 0.0
E in eV: -105868.624
Charge: 0

Entry 3:
The following is a quantum chemistry calculation of C26H40F5O8P2S6Sc as an isolated structure, from OMol25.

CARTESIAN COORDINATES (ANGSTROEM)
1 Sc 1.226 -0.423 -1.100
2 C 0.427 3.605 3.408
3 C 1.035 2.318 3.936
4 C 0.254 1.779 5.122
5 O 1.203 1.339 2.873
6 P 0.174 0.412 2.140
7 O 0.900 -0.424 1.155
8 C -1.152 1.404 1.395
9 P -1.896 0.369 0.094
10 O -0.887 -0.328 -0.744
11 O -2.749 -0.712 0.852
12 C -4.053 -0.425 1.433
13 C -4.099 -1.045 2.816
14 C -5.119 -0.981 0.507
15 O -3.008 1.211 -0.636
16 C -3.012 2.137 -1.778
17 C -2.647 3.540 -1.335
18 C -2.182 1.630 -2.943
19 O -0.609 -0.415 3.249
20 C -0.055 -1.652 3.784
21 C -0.586 -2.824 2.983
22 C -0.469 -1.747 5.240
23 H 0.626 4.410 4.115
24 H -0.654 3.506 3.283
25 H 0.873 3.881 2.455
26 H 2.065 2.505 4.241
27 H -0.764 1.510 4.837
28 H 0.213 2.555 5.885
29 H 0.739 0.900 5.546
30 H -0.710 2.288 0.937
31 H -1.903 1.683 2.136
32 H -4.169 0.659 1.510
33 H -4.084 -2.133 2.743
34 H -5.018 -0.742 3.316
35 H -3.242 -0.719 3.406
36 H -4.963 -2.052 0.370
37 H -5.066 -0.495 -0.466
38 H -6.108 -0.818 0.935
39 H -4.067 2.122 -2.057
40 H -1.593 3.607 -1.079
41 H -3.257 3.847 -0.484
42 H -2.835 4.229 -2.159
43 H -1.118 1.722 -2.736
44 H -2.407 2.225 -3.828
45 H -2.404 0.584 -3.155
46 H 1.034 -1.608 3.704
47 H -1.656 -2.936 3.155
48 H -0.076 -3.742 3.276
49 H -0.422 -2.639 1.928
50 H -1.557 -1.723 5.317
51 H -0.060 -0.931 5.834
52 H -0.111 -2.691 5.649
53 C 4.366 -0.987 -2.840
54 O 3.220 -1.650 -2.303
55 C 3.604 -2.727 -1.464
56 C 2.377 -3.557 -1.193
57 O 1.360 -2.730 -0.641
58 C 0.137 -3.464 -0.538
59 H 4.983 -0.571 -2.044
60 H 4.011 -0.178 -3.470
61 H 4.951 -1.691 -3.439
62 H 4.036 -2.341 -0.534
63 H 4.347 -3.349 -1.973
64 H 2.620 -4.363 -0.494
65 H 2.011 -3.984 -2.132
66 H 0.216 -4.208 0.258
67 H -0.090 -3.955 -1.484
68 H -0.660 -2.757 -0.322
69 S 4.378 5.621 2.140
70 C 3.813 4.330 1.304
71 S 4.504 2.741 1.373
72 C 3.338 1.929 0.343
73 C 2.357 2.706 -0.153
74 S 1.034 2.151 -1.131
75 S 2.440 4.413 0.244
76 S 3.536 0.244 0.043
77 F 2.074 0.127 -8.301
78 C 1.602 -0.311 -7.134
79 C 1.936 0.336 -5.956
80 F 2.743 1.399 -5.988
81 C 1.432 -0.137 -4.766
82 F 1.758 0.481 -3.617
83 C 0.590 -1.240 -4.667
84 S -0.029 -1.747 -3.146
85 C 0.280 -1.873 -5.875
86 F -0.514 -2.946 -5.870
87 C 0.775 -1.423 -7.083
88 F 0.464 -2.061 -8.212

## Properties
Orbital gap in eV: 6.655
Energy relative to the best compared isomer or geometry (same formula, charge and spin) in kJ/mol: 38.5
E in eV: -161876.798
Charge: 0

Entry 4:
The following is a quantum chemistry calculation of C26H40N10O8P2ReS as an isolated structure, from OMol25.

CARTESIAN COORDINATES (ANGSTROEM)
1 Re 0.070 0.602 0.014
2 S 0.627 2.493 1.357
3 C 1.672 3.248 0.174
4 N 2.039 4.506 0.375
5 N 3.088 5.009 -0.249
6 C 4.293 4.383 -0.615
7 C 4.754 3.232 0.028
8 C 5.991 2.711 -0.299
9 C 6.778 3.314 -1.273
10 C 6.317 4.451 -1.916
11 C 5.086 4.992 -1.584
12 N 2.064 2.572 -0.901
13 N 1.514 1.428 -1.161
14 C 2.045 0.834 -2.339
15 C 1.305 -0.103 -3.052
16 C 1.839 -0.685 -4.190
17 C 3.110 -0.347 -4.626
18 C 3.844 0.608 -3.933
19 C 3.319 1.198 -2.801
20 H 3.054 6.014 -0.317
21 H 4.157 2.770 0.801
22 H 6.350 1.833 0.223
23 H 7.750 2.906 -1.517
24 H 6.922 4.925 -2.677
25 H 4.726 5.889 -2.075
26 H 0.310 -0.359 -2.727
27 H 1.256 -1.410 -4.743
28 H 3.526 -0.826 -5.503
29 H 4.830 0.894 -4.277
30 H 3.885 1.937 -2.255
31 O -1.949 -0.274 -3.274
32 P -2.213 -0.930 -1.829
33 O -2.876 -2.229 -1.884
34 O -0.872 -0.926 -1.075
35 O -3.178 0.197 -1.132
36 P -2.775 1.753 -1.170
37 O -3.468 2.237 0.199
38 O -3.285 2.436 -2.362
39 O -1.258 1.812 -0.955
40 H -2.331 0.616 -3.384
41 H -3.935 3.072 0.043
42 C -2.503 -1.072 1.561
43 N -3.164 -1.629 2.730
44 C -3.550 -0.521 3.601
45 N -2.382 0.253 4.030
46 C -1.713 0.787 2.850
47 N -1.282 -0.293 1.923
48 C -0.392 -1.210 2.689
49 N -1.041 -1.763 3.867
50 C -2.237 -2.497 3.446
51 C -1.467 -0.653 4.725
52 H -3.215 -0.419 1.076
53 H -2.230 -1.874 0.875
54 H -4.058 -0.915 4.484
55 H -4.229 0.137 3.056
56 H -0.833 1.345 3.175
57 H -2.393 1.456 2.327
58 H 0.487 -0.651 3.011
59 H -0.085 -2.016 2.022
60 H -2.733 -2.901 4.330
61 H -1.939 -3.320 2.793
62 H -0.584 -0.096 5.047
63 H -1.974 -1.062 5.601
64 C 2.626 -0.217 1.413
65 O 1.415 -0.576 0.805
66 H 2.501 0.655 2.067
67 H 3.382 0.030 0.655
68 H 2.997 -1.054 2.011
69 C 0.963 -4.210 0.366
70 C 1.671 -5.530 -0.088
71 N 2.042 -5.410 -1.493
72 C 3.019 -4.339 -1.653
73 C 2.408 -3.011 -1.097
74 N 1.026 -3.258 -0.726
75 C 0.268 -3.742 -1.869
76 C 0.857 -5.125 -2.298
77 H 1.455 -3.779 1.243
78 H -0.090 -4.390 0.603
79 H 1.011 -6.392 0.032
80 H 2.578 -5.710 0.493
81 H 3.259 -4.253 -2.716
82 H 3.930 -4.613 -1.115
83 H 2.440 -2.222 -1.848
84 H 2.949 -2.672 -0.210
85 H 0.355 -3.009 -2.673
86 H -0.787 -3.811 -1.603
87 H 1.147 -5.117 -3.351
88 H 0.135 -5.930 -2.145

## Properties
Multiplicity: 2
Orbital gap (spin up / spin down) in eV: 5.331 / 5.174
Expectation value of S²: 1.11
Energy relative to the best compared isomer or geometry (same formula, charge and spin) in kJ/mol: 1.4
E in eV: -90440.412
Charge: 0

Entry 5:
The following is a quantum chemistry calculation of C26H40N2O7PPtSbSe as an isolated structure, from OMol25.

CARTESIAN COORDINATES (ANGSTROEM)
1 Pt -0.214 -1.296 1.009
2 O -2.309 3.985 1.627
3 C -2.280 4.142 0.291
4 C -2.534 5.416 -0.219
5 C -2.521 5.641 -1.581
6 C -2.252 4.600 -2.467
7 C -1.993 3.341 -1.960
8 C -1.999 3.085 -0.589
9 C -1.659 1.701 -0.129
10 O -1.271 0.857 -0.967
11 N -1.760 1.529 1.177
12 N -1.383 0.313 1.749
13 C -1.574 0.341 3.030
14 C -1.360 -0.655 4.041
15 C -1.453 -0.252 5.383
16 C -1.335 -1.164 6.405
17 C -1.140 -2.512 6.087
18 C -1.054 -2.933 4.779
19 C -1.157 -2.007 3.731
20 O -1.144 -2.425 2.483
21 H -2.138 3.025 1.792
22 H -2.742 6.213 0.483
23 H -2.723 6.636 -1.958
24 H -2.246 4.774 -3.535
25 H -1.775 2.512 -2.621
26 H -1.968 1.287 3.393
27 H -1.623 0.796 5.602
28 H -1.397 -0.845 7.436
29 H -1.040 -3.240 6.883
30 H -0.868 -3.967 4.526
31 C -3.075 -3.124 0.577
32 P -1.683 -2.413 -0.327
33 C -2.500 -1.626 -1.727
34 C -0.799 -3.840 -0.990
35 H -3.691 -3.687 -0.126
36 H -3.663 -2.321 1.022
37 H -2.714 -3.765 1.374
38 H -3.098 -2.387 -2.232
39 H -1.786 -1.189 -2.418
40 H -3.139 -0.826 -1.361
41 H -1.480 -4.447 -1.589
42 H -0.407 -4.420 -0.155
43 H 0.048 -3.524 -1.599
44 O 1.607 -3.107 3.423
45 Se 2.219 -2.214 2.242
46 O 1.277 -2.656 0.764
47 O 1.368 -0.675 2.255
48 O 3.103 0.952 1.072
49 C 3.749 -0.921 -2.847
50 C 3.026 -1.591 -1.677
51 C 4.064 -2.037 -0.655
52 Sb 1.403 -0.325 -0.952
53 C 2.390 1.449 -0.032
54 C 1.306 2.419 0.390
55 C 3.406 2.093 -0.953
56 C 0.475 0.072 -2.891
57 C 0.477 -1.149 -3.806
58 C 0.970 1.338 -3.586
59 H 4.423 -1.653 -3.300
60 H 4.365 -0.089 -2.513
61 H 3.091 -0.555 -3.630
62 H 2.494 -2.473 -2.045
63 H 4.524 -1.188 -0.145
64 H 4.856 -2.585 -1.174
65 H 3.650 -2.707 0.089
66 H 2.459 0.555 1.694
67 H 0.733 2.783 -0.465
68 H 1.784 3.272 0.880
69 H 0.614 1.963 1.099
70 H 2.982 2.391 -1.909
71 H 4.253 1.432 -1.116
72 H 3.780 2.987 -0.447
73 H -0.542 0.273 -2.574
74 H 1.466 -1.435 -4.164
75 H -0.131 -0.928 -4.690
76 H 0.037 -2.028 -3.328
77 H 2.020 1.300 -3.878
78 H 0.817 2.221 -2.963
79 H 0.385 1.486 -4.499

## Properties
Orbital gap in eV: 6.674
Energy relative to the best compared isomer or geometry (same formula, charge and spin) in kJ/mol: 23.9
E in eV: -129341.020
Charge: 0

Entry 6:
The following is a quantum chemistry calculation of C26H40O5OsPS7Sb as an isolated structure, from OMol25.

CARTESIAN COORDINATES (ANGSTROEM)
1 Os -0.337 -0.011 -0.971
2 C -0.147 4.642 -0.530
3 C 0.715 4.238 -1.718
4 S 0.805 2.442 -2.116
5 C -0.172 2.379 -3.653
6 C -1.670 2.534 -3.484
7 S -2.408 1.210 -2.454
8 C -3.300 2.190 -1.194
9 C -2.416 2.938 -0.207
10 S -1.944 4.603 -0.815
11 H 0.065 5.686 -0.295
12 H 0.064 4.037 0.343
13 H 1.748 4.524 -1.516
14 H 0.378 4.736 -2.626
15 H 0.071 1.408 -4.084
16 H 0.211 3.156 -4.315
17 H -2.142 2.457 -4.464
18 H -1.928 3.486 -3.035
19 H -3.901 1.442 -0.675
20 H -3.975 2.868 -1.718
21 H -1.510 2.371 -0.010
22 H -2.953 3.094 0.729
23 S 3.270 -1.330 0.828
24 Sb 2.392 -2.941 -0.441
25 S 2.770 -1.586 -2.629
26 S 1.031 -0.698 -2.934
27 O 0.143 0.856 1.034
28 S 0.246 1.987 2.047
29 C 1.784 2.827 1.644
30 C 2.683 2.234 0.775
31 C 3.842 2.921 0.443
32 C 4.074 4.184 0.969
33 C 3.159 4.766 1.838
34 C 2.002 4.088 2.182
35 C 0.748 1.253 3.602
36 C 1.922 0.527 3.716
37 C 2.228 -0.057 4.933
38 C 1.382 0.109 6.022
39 C 0.226 0.868 5.903
40 C -0.101 1.441 4.683
41 H 2.476 1.254 0.363
42 H 4.560 2.466 -0.226
43 H 4.972 4.723 0.699
44 H 3.345 5.750 2.247
45 H 1.276 4.534 2.852
46 H 2.579 0.394 2.871
47 H 3.134 -0.641 5.023
48 H 1.625 -0.356 6.968
49 H -0.422 1.007 6.757
50 H -1.006 2.025 4.572
51 C -0.247 -2.211 2.527
52 C -1.267 -2.666 1.495
53 C -1.702 -4.093 1.810
54 C -2.457 -1.706 1.472
55 O -0.580 -2.601 0.172
56 P -1.457 -2.878 -1.220
57 O -2.579 -3.797 -1.049
58 O -1.748 -1.484 -1.766
59 O -0.190 -3.511 -2.014
60 C -0.396 -4.327 -3.238
61 C -0.937 -5.698 -2.850
62 C 0.976 -4.477 -3.879
63 C -1.352 -3.603 -4.181
64 H -0.720 -2.157 3.507
65 H 0.145 -1.232 2.268
66 H 0.587 -2.911 2.579
67 H -2.064 -4.135 2.837
68 H -0.853 -4.773 1.711
69 H -2.491 -4.422 1.143
70 H -2.921 -1.654 2.456
71 H -3.200 -2.035 0.746
72 H -2.113 -0.705 1.189
73 H -0.256 -6.194 -2.157
74 H -1.039 -6.308 -3.747
75 H -1.909 -5.600 -2.374
76 H 1.647 -5.045 -3.230
77 H 1.422 -3.507 -4.090
78 H 0.878 -5.015 -4.820
79 H -2.333 -3.506 -3.715
80 H -1.458 -4.174 -5.102
81 H -0.978 -2.606 -4.416

## Properties
Multiplicity: 6
Orbital gap (spin up / spin down) in eV: 6.079 / 5.914
Expectation value of S²: 8.77
Energy relative to the best compared isomer or geometry (same formula, charge and spin) in kJ/mol: 221.2
E in eV: -131984.652
Charge: +1

Look up the E of the fourth one.
-90440.412 eV